No. 1
The following is a quantum chemistry calculation of C2H3NO2 in the gas phase in a non-equilibrium geometry, from the Open Molecules 2025 dataset.

Its multiplicity is 1. As for the total charge: 0. The calculation puts the HOMO energy at -0.3852 hartree. Its SMILES is O=CNC=O. For the frontier orbital gap, the calculation gives 11.07 eV.

```
8
Properties=species:S:1:pos:R:3:lowdin_charge:R:1
N 0.151 0.458 -0.109 0.081
H -1.822 1.147 0.232 0.130
C -1.239 0.248 0.015 -0.313
C 1.134 -0.573 -0.080 -0.257
O 2.305 -0.256 0.054 0.040
H 0.668 -1.564 -0.023 0.138
O -1.724 -0.843 -0.013 0.054
H 0.527 1.383 -0.075 0.128
```

No. 2
The following is a quantum chemistry calculation of a gas-phase ion, C12H25OS2Si (charge +1) in a non-equilibrium geometry, from the Open Molecules 2025 dataset.

Its multiplicity is 1. As for the total charge: +1. The calculation puts the HOMO energy at -0.3562 hartree. For the frontier orbital gap, the calculation gives 5.50 eV.

```
41
Properties=species:S:1:pos:R:3:lowdin_charge:R:1
H -1.518 1.392 1.786 0.090
H 0.162 0.803 2.033 0.101
C 3.446 1.565 -1.689 -0.444
H 3.198 2.592 0.919 0.086
H -0.158 2.542 1.748 0.080
C -0.321 1.279 -0.014 -0.361
H -4.401 -1.926 1.308 0.059
C 3.136 3.289 0.082 -0.465
C -0.642 -0.165 -0.319 -0.210
C -1.156 -0.627 -1.633 -0.157
H 0.451 -1.979 -2.210 0.093
H 5.029 2.748 -0.808 0.118
H 3.571 0.707 -1.017 0.087
C -0.113 -1.134 -2.637 -0.077
C 1.068 1.665 -0.390 -0.763
C -1.797 -2.071 3.205 -0.150
H 3.966 3.662 -1.876 0.119
H 1.783 1.123 0.244 0.099
S 1.396 3.478 -0.396 0.831
H -1.804 -3.898 -0.458 0.047
H 0.584 -0.324 -2.915 -0.003
C -3.561 -1.481 0.755 -0.154
H -0.531 -4.148 0.771 0.053
H -2.544 -2.707 3.701 0.056
H -2.206 -4.653 1.100 0.056
C -0.472 1.523 1.487 -0.043
C -1.586 -3.878 0.620 -0.154
H -1.903 -1.422 -1.476 0.102
H -0.636 -1.493 -3.535 0.093
C 3.988 2.872 -1.112 -0.290
H -1.688 0.233 -2.070 0.141
H 3.912 1.312 -2.645 0.081
Si -1.996 -2.245 1.377 0.642
H 3.370 4.292 0.443 0.077
H -3.729 -1.662 -0.313 0.042
O -0.605 -1.001 0.659 -0.028
H -1.022 1.882 -0.622 0.166
H -3.578 -0.396 0.937 0.052
H -0.800 -2.383 3.545 0.054
H -1.966 -1.031 3.526 0.050
S 1.671 1.663 -2.110 0.826
```

No. 3
The following is a quantum chemistry calculation of 2 unconnected molecules or ions with the total composition CH5NO2S in a non-equilibrium geometry, from the Open Molecules 2025 dataset.

Its multiplicity is 1. As for the total charge: 0. The calculation puts the HOMO energy (spin up / spin down) at -0.3307 / -0.3648 hartree. For the frontier orbital gap (spin up / spin down), the calculation gives 8.47 / 9.41 eV.

```
10
Properties=species:S:1:pos:R:3:lowdin_charge:R:1
H -1.259 -1.278 2.665 0.064
H 2.276 -0.556 -0.591 0.079
O 2.338 0.366 -0.234 -0.109
S 0.157 -0.490 0.465 0.799
N 1.211 0.841 0.343 -0.243
H -0.631 1.262 -0.979 -0.023
C -1.138 0.555 -0.500 -0.170
O 0.713 -1.501 -0.437 -0.520
H -1.797 -0.144 -1.019 0.051
H -1.870 0.945 0.287 0.072
```

No. 4
The following is a quantum chemistry calculation of a molecular structure, C6H16B2F7O4V in a non-equilibrium geometry, from the Open Molecules 2025 dataset.

Its multiplicity is 4. As for the total charge: -1. The calculation puts the HOMO energy (spin up / spin down) at -0.1535 / -0.1967 hartree. For the frontier orbital gap (spin up / spin down), the calculation gives 6.53 / 7.67 eV.

```
36
Properties=species:S:1:pos:R:3:lowdin_spin:R:1
H 15.085 9.673 -15.174 0.000
H 13.518 5.505 -15.136 0.008
H 10.857 8.489 -14.029 0.000
H 16.132 8.919 -11.969 0.002
H 11.891 6.730 -12.677 0.002
H 14.107 9.738 -12.601 0.000
H 13.372 3.730 -15.043 0.002
V 14.730 6.483 -13.526 2.794
F 17.367 5.489 -10.977 0.000
B 13.908 4.600 -14.696 0.039
H 11.083 10.030 -14.823 0.000
H 14.974 4.544 -14.854 0.012
C 14.757 9.534 -17.215 0.000
F 14.404 8.605 -18.116 0.000
H 13.821 4.688 -13.624 0.002
F 16.859 5.989 -13.074 0.019
H 12.078 7.379 -15.896 0.000
H 12.094 8.644 -11.477 0.001
H 12.082 8.887 -16.810 0.000
O 13.315 8.932 -15.128 0.005
F 13.897 10.569 -17.445 0.000
O 15.443 8.256 -12.051 0.016
B 16.562 5.171 -12.076 0.003
H 14.484 9.454 -10.962 0.001
C 12.981 8.037 -11.659 0.005
O 12.797 7.046 -12.664 0.034
F 15.273 5.408 -11.757 0.021
H 10.065 8.762 -15.524 0.000
H 13.193 7.548 -10.708 0.000
C 12.183 8.461 -15.812 0.001
C 14.200 8.930 -11.875 0.005
C 14.588 8.899 -15.759 0.004
F 15.956 9.951 -17.516 0.000
O 15.135 7.615 -15.411 0.025
F 16.815 3.839 -12.415 0.000
C 11.002 8.958 -15.002 0.000
```

E_tot
In order: -283.2524, -1633.0996, -644.2714, -2232.1321
Unit: a.u.